(1)
{
  "formula": "C40H40IrN7S4Sb",
  "method": "the ωB97M-V functional and the def2-TZVPD basis",
  "elements": ["Ir", "N", "C", "C", "N", "C", "C", "N", "C", "C", "N", "H", "H", "H", "H", "H", "H", "N", "C", "C", "C", "C", "C", "C", "N", "C", "C", "C", "S", "C", "N", "H", "H", "H", "H", "H", "H", "H", "C", "C", "S", "C", "C", "S", "C", "C", "S", "H", "H", "H", "H", "H", "H", "H", "H", "H", "H", "H", "H", "C", "C", "C", "C", "C", "C", "Sb", "C", "C", "C", "C", "C", "C", "C", "C", "C", "C", "C", "C", "H", "H", "H", "H", "H", "H", "H", "H", "H", "H", "H", "H", "H", "H", "H"],
  "xyz": [[0.17053, -0.09116, 0.50905], [3.32163, -2.67957, 1.82901], [2.79216, -2.65761, 3.09792], [1.66864, -1.89201, 3.02289], [1.51750, -1.45717, 1.72768], [2.52766, -1.94494, 1.03217], [2.60464, -1.63671, -0.38320], [1.69629, -0.83939, -0.93023], [2.01286, -0.74228, -2.27220], [3.11952, -1.48639, -2.52344], [3.47904, -2.04260, -1.31626], [4.16733, -3.16898, 1.57427], [3.24535, -3.17576, 3.92826], [0.97429, -1.63652, 3.80717], [1.43615, -0.14974, -2.96498], [3.67134, -1.66496, -3.43282], [4.26442, -2.66315, -1.18368], [-0.39134, 2.51989, 3.80544], [0.74912, 3.22498, 3.43065], [1.41186, 4.29126, 4.02601], [2.57424, 4.70960, 3.41527], [3.05895, 4.07820, 2.25641], [2.38253, 3.03283, 1.66642], [1.20014, 2.60915, 2.26332], [0.31735, 1.57153, 1.94289], [-0.58913, 1.54622, 2.91127], [-1.56814, 0.48249, 2.97788], [-2.42609, 0.16066, 3.97881], [-3.23383, -1.29026, 3.60759], [-2.38621, -1.39293, 2.14289], [-1.55755, -0.40589, 1.92085], [-0.94911, 2.69590, 4.62771], [1.05076, 4.76036, 4.93280], [3.13560, 5.52642, 3.84923], [3.99726, 4.41341, 1.83038], [2.78661, 2.53081, 0.79799], [-2.60482, 0.67503, 4.91285], [-2.53204, -2.22348, 1.46542], [-4.47484, -0.30878, -2.03797], [-3.64388, 0.87448, -1.54061], [-1.82355, 0.75103, -1.61856], [-1.61840, 0.00224, -3.26378], [-1.73190, -1.53479, -3.39315], [-1.77189, -2.44728, -1.82592], [-2.92602, -3.80218, -2.20920], [-4.29467, -3.16327, -2.33972], [-4.30645, -1.83577, -1.08383], [-4.28653, -0.53972, -3.08347], [-5.52455, -0.01786, -1.94763], [-3.85390, 1.11186, -0.49666], [-3.92400, 1.73322, -2.15023], [-0.63964, 0.35907, -3.58095], [-2.34857, 0.47364, -3.91955], [-0.88327, -1.93089, -3.95051], [-2.63392, -1.80982, -3.93382], [-2.86659, -4.45201, -1.33571], [-2.61594, -4.37615, -3.08244], [-5.10335, -3.86338, -2.12915], [-4.48249, -2.71741, -3.31370], [-0.31034, 7.04720, -0.03834], [1.04689, 6.83497, -0.25415], [1.50360, 5.58988, -0.66738], [0.56762, 4.58409, -0.89162], [-0.79305, 4.77029, -0.64584], [-1.23006, 6.01993, -0.23185], [1.23090, 2.76722, -1.74398], [0.58090, 2.81400, -3.75462], [1.43497, 2.31384, -4.74010], [1.04710, 2.39575, -6.07227], [-0.18942, 2.93836, -6.40445], [-1.04063, 3.42273, -5.41172], [-0.66694, 3.35069, -4.07765], [3.34231, 2.87264, -1.94076], [3.88200, 3.87153, -2.74922], [5.26422, 3.97044, -2.86172], [6.08840, 3.07537, -2.19250], [5.54081, 2.07329, -1.39784], [4.16190, 1.96370, -1.27302], [-0.65508, 8.01946, 0.29050], [1.75718, 7.63752, -0.10034], [2.56287, 5.42805, -0.82991], [-1.50336, 3.96139, -0.78128], [-2.28544, 6.19330, -0.06288], [2.40598, 1.90104, -4.48584], [1.71464, 2.03984, -6.84773], [-0.49119, 2.98792, -7.44299], [-1.99272, 3.86514, -5.67877], [-1.32052, 3.75395, -3.31153], [3.24868, 4.57309, -3.28134], [5.69315, 4.75208, -3.47670], [7.16308, 3.15653, -2.29321], [6.18820, 1.38394, -0.86974], [3.73571, 1.18472, -0.64786]],
  "s_squared": 8.770,
  "charge": 4,
  "e_above_lowest_kj_mol": 86.4,
  "multiplicity": 6
}

=====

(2)
{
  "formula": "HNO2S2",
  "method": "the ωB97M-V functional and the def2-TZVPD basis",
  "elements": ["N", "O", "O", "S", "S", "H"],
  "xyz": [[-0.99607, 0.10307, -0.70478], [1.06637, -1.25703, -0.90071], [0.30730, -0.59115, 1.43975], [1.03366, 1.72223, 0.17673], [0.34040, -0.42465, 0.01155], [-1.75165, 0.44754, -0.02255]],
  "s_squared": 2.020,
  "e_above_lowest_kj_mol": 132.8,
  "multiplicity": 3
}

=====

(3)
{
  "formula": "C67H62NO20",
  "method": "the ωB97M-V functional and the def2-TZVPD basis",
  "elements": ["C", "C", "O", "C", "C", "C", "N", "C", "C", "C", "C", "C", "C", "C", "O", "C", "H", "H", "H", "H", "H", "H", "H", "H", "H", "H", "H", "H", "H", "H", "H", "H", "H", "H", "H", "H", "H", "H", "H", "H", "H", "H", "C", "C", "C", "O", "C", "C", "C", "O", "H", "H", "H", "H", "C", "C", "C", "O", "C", "C", "C", "O", "H", "H", "H", "H", "C", "C", "C", "O", "C", "C", "C", "O", "H", "H", "H", "H", "C", "C", "C", "O", "C", "C", "C", "O", "H", "H", "H", "H", "C", "C", "C", "O", "C", "C", "C", "O", "H", "H", "H", "H", "C", "C", "C", "O", "C", "C", "C", "O", "H", "H", "H", "H", "C", "C", "C", "O", "C", "C", "C", "O", "H", "H", "H", "H", "C", "C", "C", "O", "C", "C", "C", "O", "H", "H", "H", "H", "C", "C", "C", "O", "C", "C", "C", "O", "H", "H", "H", "H"],
  "xyz": [[-2.16763, -4.46404, 0.23285], [-1.33831, -3.23945, 0.57636], [-1.79038, -2.73504, 1.82640], [-0.84695, -1.94231, 2.48719], [-1.40439, -1.63108, 3.89379], [-1.23736, -0.10866, 4.11548], [0.20674, -0.05998, 4.38007], [0.62190, -1.15518, 4.90491], [-0.53245, -2.07941, 5.09488], [-0.34340, -3.56194, 5.46341], [-0.63884, -4.58206, 4.37094], [0.46864, -4.70701, 3.29820], [1.26412, -6.00700, 3.37904], [0.54165, -7.25576, 2.89367], [-0.57046, -7.61714, 3.69543], [-1.83327, -7.33791, 3.10657], [-2.15743, -4.68236, -0.82903], [-1.78583, -5.29966, 0.81998], [-3.18444, -4.27367, 0.57804], [-0.28315, -3.52353, 0.65859], [-1.40019, -2.47495, -0.20448], [0.13120, -2.43099, 2.51955], [-0.69897, -1.00431, 1.93483], [-2.44796, -1.93079, 3.92539], [-1.78042, 0.22502, 5.00511], [-1.55768, 0.54645, 3.31210], [0.82460, 0.71663, 4.13799], [1.66307, -1.31537, 5.15185], [-1.03939, -1.61773, 5.95762], [0.65772, -3.72273, 5.87169], [-1.02539, -3.74272, 6.29399], [-0.71200, -5.54994, 4.86571], [-1.62595, -4.39726, 3.94601], [1.17580, -3.88505, 3.45610], [0.03309, -4.58752, 2.30524], [1.66774, -6.16133, 4.38201], [2.13502, -5.90554, 2.72308], [0.25313, -7.15510, 1.84387], [1.25267, -8.08473, 2.93737], [-2.17473, -8.19944, 2.53033], [-2.55389, -7.14136, 3.89678], [-1.79053, -6.46955, 2.44625], [-1.43007, -2.02748, -3.53643], [-1.05165, -1.09691, -4.40753], [-0.20190, -1.43942, -5.57950], [0.14320, -0.58886, -6.36766], [0.20052, -2.85925, -5.74112], [-0.17849, -3.78806, -4.86748], [-1.01967, -3.44433, -3.69826], [-1.36675, -4.29339, -2.89905], [-2.05527, -1.80165, -2.68130], [-1.34144, -0.05796, -4.31354], [0.81989, -3.09448, -6.59668], [0.10925, -4.82702, -4.96756], [1.63679, -4.85501, -10.54423], [1.53059, -4.89879, -9.21947], [2.72210, -4.73832, -8.35069], [2.62539, -4.78061, -7.13738], [4.03364, -4.52711, -9.00438], [4.14009, -4.48412, -10.33013], [2.95244, -4.64247, -11.20541], [3.04362, -4.60282, -12.41174], [0.78448, -4.97066, -11.20155], [0.58329, -5.05431, -8.71759], [4.88137, -4.40588, -8.34534], [5.08689, -4.32988, -10.83173], [-5.59182, -8.55904, -1.34129], [-6.35337, -7.63829, -1.92667], [-5.76889, -6.38301, -2.46430], [-6.46095, -5.53986, -2.99154], [-4.30224, -6.19666, -2.32728], [-3.54213, -7.11813, -1.74386], [-4.12550, -8.37102, -1.20317], [-3.42940, -9.20513, -0.66534], [-5.99571, -9.47982, -0.94020], [-7.42388, -7.75345, -2.03834], [-3.89396, -5.27579, -2.72544], [-2.47120, -7.00065, -1.63433], [1.35537, 3.35346, 0.21996], [1.01651, 2.87392, 1.41274], [2.02592, 2.69306, 2.47613], [1.71835, 2.24751, 3.57356], [3.42574, 3.06871, 2.18176], [3.77011, 3.55232, 0.99109], [2.75969, 3.73388, -0.08425], [3.06444, 4.17653, -1.16729], [0.63079, 3.49823, -0.56938], [-0.00334, 2.60285, 1.65652], [4.14045, 2.92943, 2.98268], [4.78641, 3.83536, 0.74912], [9.22378, -3.24613, -5.71697], [8.37554, -2.87265, -6.67124], [6.96890, -3.34004, -6.66988], [6.18765, -3.00240, -7.53676], [6.53759, -4.23860, -5.57064], [7.38579, -4.61251, -4.61696], [8.79579, -4.14395, -4.61302], [9.56550, -4.47964, -3.74104], [10.25544, -2.91933, -5.69435], [8.66337, -2.21869, -7.48442], [5.50393, -4.56392, -5.59552], [7.09736, -5.26766, -3.80495], [-1.05863, -12.33776, 7.42979], [-2.11113, -11.65128, 6.99320], [-1.94876, -10.51681, 6.05008], [-2.90635, -9.88429, 5.65438], [-0.57367, -10.17576, 5.60785], [0.47750, -10.86405, 6.04686], [0.31983, -11.99834, 6.99118], [1.27755, -12.62384, 7.38999], [-1.14968, -13.16819, 8.11820], [-3.12391, -11.88054, 7.29933], [-0.49387, -9.34140, 4.91746], [1.49129, -10.63675, 5.74138], [-1.24726, 7.57690, 0.11187], [-0.78817, 8.76005, -0.28424], [0.26191, 8.87119, -1.32618], [0.68444, 9.94928, -1.67926], [0.77774, 7.60902, -1.91718], [0.31625, 6.42537, -1.52343], [-0.73118, 6.31820, -0.47659], [-1.15441, 5.23845, -0.10659], [-2.00788, 7.47706, 0.87562], [-1.15029, 9.68835, 0.13667], [1.54209, 7.71165, -2.67686], [0.68374, 5.49858, -1.94535], [-3.13064, 13.22310, 4.00243], [-2.96656, 11.90565, 3.92493], [-2.02128, 11.30402, 2.95198], [-1.87521, 10.10047, 2.88312], [-1.26191, 12.22615, 2.07047], [-1.42488, 13.54370, 2.14690], [-2.37257, 14.14409, 3.11952], [-2.51849, 15.34490, 3.19049], [-3.81427, 13.68542, 4.70282], [-3.50709, 11.21382, 4.55796], [-0.57238, 11.76882, 1.37169], [-0.88110, 14.23609, 1.51661], [-2.16413, 18.15225, 1.62939], [-3.32567, 18.67505, 1.24420], [-3.38418, 19.91912, 0.43747], [-4.44213, 20.39566, 0.08775], [-2.09469, 20.56082, 0.07340], [-0.93221, 20.03987, 0.45580], [-0.87689, 18.79400, 1.26209], [0.18357, 18.31506, 1.60476], [-2.10086, 17.24673, 2.21877], [-4.27717, 18.22524, 1.49843], [-2.16160, 21.46679, -0.51538], [0.01925, 20.48948, 0.20164]],
  "charge": 1,
  "total_energy_ha": -4149.2493
}

=====

(4)
{
  "formula": "C37H33IIrN4PS",
  "method": "the ωB97M-V functional and the def2-TZVPD basis",
  "elements": ["Ir", "N", "P", "C", "C", "C", "C", "C", "C", "C", "C", "C", "C", "C", "C", "C", "C", "C", "C", "C", "N", "H", "H", "H", "H", "H", "H", "H", "H", "H", "H", "H", "H", "H", "H", "H", "S", "C", "C", "C", "C", "C", "C", "N", "C", "C", "C", "C", "C", "C", "C", "H", "H", "H", "H", "H", "H", "H", "H", "I", "C", "H", "H", "C", "C", "C", "C", "C", "C", "N", "H", "H", "H", "H", "H", "H", "H", "H"],
  "xyz": [[-0.16977, 0.37396, 0.23521], [1.82179, 1.91853, -1.46732], [1.42621, 0.26978, -1.40021], [2.98492, -0.54321, -0.97326], [3.03279, -1.59282, -0.06317], [4.24686, -2.21439, 0.20963], [5.40456, -1.79233, -0.42050], [5.35690, -0.75550, -1.34699], [4.15147, -0.14098, -1.63022], [1.18717, -0.21234, -3.12634], [0.56718, 0.66614, -4.01064], [0.31665, 0.27192, -5.31666], [0.68647, -0.99681, -5.73998], [1.30691, -1.87275, -4.85926], [1.55853, -1.48424, -3.55347], [1.03168, 2.88001, -0.85775], [1.29971, 4.23101, -1.04453], [0.43430, 5.16444, -0.50780], [-0.68861, 4.72662, 0.17684], [-0.86418, 3.37313, 0.34831], [-0.00865, 2.44420, -0.12274], [2.65821, 2.25293, -1.91897], [2.12787, -1.95051, 0.41044], [4.27531, -3.03685, 0.91226], [6.34780, -2.27694, -0.20402], [6.25805, -0.43752, -1.85467], [4.12091, 0.63779, -2.38491], [0.26904, 1.65377, -3.67900], [-0.16884, 0.95472, -6.00122], [0.49055, -1.30418, -6.75888], [1.59443, -2.86271, -5.18837], [2.03608, -2.17361, -2.86688], [2.15802, 4.52750, -1.63193], [0.61732, 6.22034, -0.65685], [-1.45081, 5.39289, 0.55268], [-1.77784, 3.02354, 0.80731], [-2.94416, 0.17250, 3.88463], [-1.58786, 1.18997, 4.22276], [-1.24139, 1.79978, 5.42471], [-0.10539, 2.58119, 5.45234], [0.67291, 2.75061, 4.30242], [0.33097, 2.14355, 3.11215], [-0.81658, 1.35091, 3.07355], [-1.31185, 0.64743, 1.96935], [-2.41717, 0.00135, 2.25254], [-3.20026, -0.74684, 1.27712], [-4.16012, -1.66222, 1.70043], [-4.94772, -2.32153, 0.77598], [-4.78973, -2.04839, -0.57565], [-3.83794, -1.13611, -0.99866], [-3.01859, -0.48140, -0.08721], [-1.84934, 1.66909, 6.30967], [0.18575, 3.06875, 6.37278], [1.55775, 3.37147, 4.34647], [0.93674, 2.27494, 2.22707], [-4.29476, -1.86436, 2.75615], [-5.69110, -3.03310, 1.10844], [-5.41780, -2.54418, -1.30447], [-3.74306, -0.89845, -2.05032], [-4.45086, 3.37920, -0.07587], [-2.09893, 0.59332, -0.52654], [-2.40430, 1.49912, -0.01021], [-2.09576, 0.74011, -1.60371], [-1.09309, -2.52674, -1.56606], [-0.51405, -2.66908, -0.19447], [-0.28905, -3.86079, 0.45900], [0.19053, -3.54868, 1.74946], [0.24239, -2.17697, 1.83636], [0.75360, -1.36940, 2.98874], [-0.17348, -1.62499, 0.64295], [-0.59545, -3.20571, -2.25975], [-0.99875, -1.51721, -1.96172], [-2.15310, -2.77978, -1.57520], [-0.46885, -4.84229, 0.04720], [0.48326, -4.23765, 2.52728], [1.58149, -1.89026, 3.47314], [-0.00557, -1.18648, 3.75518], [1.14171, -0.39624, 2.67582]],
  "e_above_lowest_kj_mol": 0.0
}

=====

Which formula does entry 2 have?
HNO2S2